(1)
{"formula": "CH3AgAlINO2P", "method": "ωB97M-V/def2-TZVPD", "species": ["N", "C", "O", "Al", "P", "O", "I", "H", "H", "H", "Ag"], "positions_angstrom": [[1.79, -1.93, -0.28], [1.90, -0.79, -0.46], [2.02, 0.47, -0.59], [0.50, 1.19, 0.14], [-1.12, 0.31, -1.37], [-1.25, -1.02, -0.28], [-2.98, 1.84, -0.94], [0.23, 0.27, 1.45], [0.51, 2.75, 0.38], [-0.53, -0.79, 0.35], [-1.07, -2.30, 1.61]], "mulliken_charge": [-0.55, 0.70, -0.48, 0.43, -0.07, -0.60, -0.13, -0.13, -0.25, 0.44, 0.65], "spin_multiplicity": 1, "lumo_energy_ev": -2.780, "fmax_ev_per_a": 1.48}


(2)
{"formula": "C75H196As5F30N12O11", "method": "ωB97M-V/def2-TZVPD", "species": ["C", "C", "N", "C", "C", "C", "C", "C", "O", "C", "H", "H", "H", "H", "H", "H", "H", "H", "H", "H", "H", "H", "H", "H", "H", "H", "H", "H", "H", "H", "C", "C", "N", "C", "C", "C", "C", "C", "O", "C", "H", "H", "H", "H", "H", "H", "H", "H", "H", "H", "H", "H", "H", "H", "H", "H", "H", "H", "H", "H", "C", "C", "N", "C", "C", "C", "C", "C", "O", "C", "H", "H", "H", "H", "H", "H", "H", "H", "H", "H", "H", "H", "H", "H", "H", "H", "H", "H", "H", "H", "C", "N", "C", "C", "C", "C", "O", "H", "H", "H", "H", "H", "H", "H", "H", "H", "H", "H", "H", "H", "H", "C", "N", "C", "C", "C", "C", "O", "H", "H", "H", "H", "H", "H", "H", "H", "H", "H", "H", "H", "H", "H", "C", "N", "C", "C", "C", "C", "O", "H", "H", "H", "H", "H", "H", "H", "H", "H", "H", "H", "H", "H", "H", "C", "N", "C", "C", "C", "C", "O", "H", "H", "H", "H", "H", "H", "H", "H", "H", "H", "H", "H", "H", "H", "C", "N", "C", "C", "C", "C", "O", "H", "H", "H", "H", "H", "H", "H", "H", "H", "H", "H", "H", "H", "H", "C", "N", "C", "C", "C", "C", "O", "H", "H", "H", "H", "H", "H", "H", "H", "H", "H", "H", "H", "H", "H", "C", "N", "C", "C", "C", "C", "O", "H", "H", "H", "H", "H", "H", "H", "H", "H", "H", "H", "H", "H", "H", "C", "N", "C", "C", "C", "C", "O", "H", "H", "H", "H", "H", "H", "H", "H", "H", "H", "H", "H", "H", "H", "C", "C", "C", "C", "N", "C", "C", "C", "C", "C", "C", "C", "H", "H", "H", "H", "H", "H", "H", "H", "H", "H", "H", "H", "H", "H", "H", "H", "H", "H", "H", "H", "H", "H", "H", "H", "As", "F", "F", "F", "F", "F", "F", "As", "F", "F", "F", "F", "F", "F", "As", "F", "F", "F", "F", "F", "F", "As", "F", "F", "F", "F", "F", "F", "As", "F", "F", "F", "F", "F", "F"], "positions_angstrom": [[-7.32, 27.84, 22.18], [-8.28, 27.20, 21.10], [-9.79, 27.65, 21.18], [-9.82, 29.17, 20.73], [-10.60, 26.84, 19.97], [-9.99, 27.02, 18.51], [-10.34, 27.26, 22.58], [-11.85, 27.37, 22.77], [-12.25, 28.74, 22.38], [-13.32, 28.84, 21.46], [-7.69, 27.84, 23.21], [-6.95, 28.84, 21.95], [-6.37, 27.31, 22.11], [-8.40, 26.15, 21.35], [-7.89, 27.27, 20.08], [-10.86, 29.33, 20.46], [-9.11, 29.21, 19.90], [-9.44, 29.84, 21.50], [-11.66, 27.09, 20.03], [-10.56, 25.76, 20.16], [-9.03, 26.53, 18.36], [-9.92, 28.05, 18.17], [-10.64, 26.63, 17.73], [-9.68, 27.90, 23.17], [-10.02, 26.24, 22.79], [-12.06, 27.05, 23.79], [-12.35, 26.67, 22.11], [-12.90, 28.71, 20.46], [-13.48, 29.92, 21.44], [-14.26, 28.43, 21.82], [-5.70, 27.40, 26.25], [-4.74, 27.54, 27.41], [-3.64, 26.48, 27.46], [-4.33, 25.09, 27.47], [-2.69, 26.52, 26.15], [-1.59, 25.46, 26.13], [-2.82, 26.62, 28.82], [-1.92, 27.82, 28.83], [-2.62, 29.06, 29.01], [-1.70, 30.16, 29.00], [-5.25, 27.76, 25.32], [-6.64, 27.90, 26.46], [-6.07, 26.37, 26.17], [-5.25, 27.50, 28.37], [-4.14, 28.43, 27.23], [-5.20, 25.17, 28.12], [-3.57, 24.40, 27.82], [-4.56, 24.72, 26.47], [-2.31, 27.54, 26.11], [-3.37, 26.40, 25.30], [-1.22, 25.24, 25.13], [-2.00, 24.50, 26.44], [-0.78, 25.80, 26.79], [-2.19, 25.74, 28.91], [-3.51, 26.75, 29.65], [-1.26, 27.85, 27.97], [-1.31, 27.63, 29.72], [-0.93, 30.07, 28.24], [-1.40, 30.41, 30.02], [-2.38, 30.92, 28.61], [-7.53, 19.06, 17.13], [-7.66, 20.33, 17.96], [-6.39, 21.24, 17.91], [-6.21, 21.74, 16.48], [-6.64, 22.46, 18.83], [-7.88, 23.31, 18.46], [-5.12, 20.39, 18.37], [-3.94, 21.16, 18.93], [-3.68, 22.09, 17.99], [-2.79, 23.10, 18.41], [-8.35, 18.36, 17.21], [-6.66, 18.46, 17.39], [-7.43, 19.31, 16.07], [-7.70, 20.03, 19.01], [-8.56, 20.93, 17.88], [-5.81, 20.95, 15.84], [-5.49, 22.56, 16.47], [-7.15, 22.08, 16.06], [-5.79, 23.13, 18.69], [-6.53, 22.16, 19.87], [-8.80, 22.86, 18.85], [-8.11, 23.71, 17.47], [-7.81, 24.17, 19.12], [-4.77, 19.80, 17.52], [-5.52, 19.81, 19.20], [-3.05, 20.58, 19.19], [-4.19, 21.74, 19.82], [-1.93, 22.62, 18.88], [-3.19, 23.70, 19.23], [-2.31, 23.74, 17.67], [-11.00, 15.76, 22.46], [-11.49, 17.19, 21.92], [-10.28, 17.91, 21.24], [-12.60, 16.95, 20.85], [-11.86, 18.09, 23.15], [-11.08, 18.01, 24.46], [-9.71, 18.32, 24.28], [-10.61, 15.10, 21.68], [-11.96, 15.46, 22.88], [-10.22, 15.95, 23.19], [-10.31, 17.40, 20.27], [-9.36, 17.72, 21.79], [-10.60, 18.93, 21.00], [-13.40, 16.57, 21.47], [-12.16, 16.19, 20.20], [-12.88, 17.90, 20.40], [-12.85, 17.69, 23.34], [-11.98, 19.13, 22.88], [-11.04, 17.04, 24.94], [-11.63, 18.57, 25.22], [-9.34, 18.31, 25.17], [-5.77, 26.09, 31.38], [-6.78, 25.14, 32.05], [-6.62, 23.80, 31.39], [-6.40, 25.03, 33.57], [-8.23, 25.66, 31.96], [-8.81, 25.78, 30.59], [-8.09, 26.46, 29.63], [-4.77, 25.96, 31.80], [-6.20, 27.07, 31.60], [-5.83, 25.79, 30.33], [-5.64, 23.35, 31.49], [-6.76, 23.97, 30.32], [-7.39, 23.17, 31.84], [-5.33, 24.84, 33.59], [-7.01, 24.24, 34.02], [-6.49, 25.96, 34.14], [-8.41, 26.62, 32.44], [-8.81, 24.99, 32.59], [-9.85, 26.10, 30.70], [-8.79, 24.79, 30.13], [-8.54, 26.23, 28.82], [-10.07, 20.21, 29.21], [-11.27, 21.06, 29.66], [-11.98, 20.16, 30.67], [-10.71, 22.29, 30.40], [-12.19, 21.37, 28.38], [-13.48, 22.17, 28.66], [-14.39, 21.36, 29.47], [-10.31, 19.37, 28.56], [-9.53, 19.91, 30.11], [-9.35, 20.84, 28.67], [-12.67, 20.86, 31.15], [-11.22, 19.72, 31.32], [-12.47, 19.41, 30.04], [-11.50, 22.88, 30.85], [-10.15, 22.79, 29.61], [-10.10, 21.95, 31.24], [-12.40, 20.41, 27.91], [-11.50, 21.89, 27.71], [-13.97, 22.64, 27.81], [-13.29, 23.05, 29.27], [-15.02, 20.88, 28.93], [-6.11, 15.39, 22.09], [-5.48, 16.54, 22.85], [-6.65, 17.41, 23.24], [-4.82, 16.00, 24.13], [-4.53, 17.23, 21.88], [-4.15, 18.70, 22.20], [-5.19, 19.44, 21.75], [-5.26, 14.77, 21.80], [-6.65, 15.73, 21.21], [-6.69, 14.69, 22.71], [-7.11, 17.79, 22.32], [-6.26, 18.21, 23.87], [-7.33, 16.75, 23.78], [-3.91, 15.56, 23.72], [-5.57, 15.31, 24.52], [-4.66, 16.77, 24.89], [-5.03, 17.23, 20.91], [-3.60, 16.66, 21.73], [-3.22, 19.05, 21.75], [-4.09, 18.85, 23.27], [-5.06, 20.39, 21.89], [-12.53, 17.68, 14.56], [-12.02, 16.59, 15.49], [-13.25, 15.73, 16.03], [-11.22, 15.60, 14.64], [-11.13, 17.07, 16.62], [-11.58, 18.40, 17.27], [-12.85, 18.51, 17.80], [-12.97, 17.25, 13.65], [-11.61, 18.17, 14.22], [-13.12, 18.26, 15.26], [-13.78, 16.53, 16.53], [-12.93, 14.94, 16.71], [-13.81, 15.26, 15.21], [-11.98, 15.11, 14.03], [-10.83, 14.83, 15.30], [-10.42, 16.12, 14.11], [-10.08, 17.18, 16.32], [-11.24, 16.26, 17.34], [-11.34, 19.22, 16.60], [-10.81, 18.59, 18.02], [-12.96, 19.42, 18.11], [-8.37, 22.06, 22.00], [-8.63, 22.12, 23.55], [-10.13, 21.70, 23.77], [-7.71, 21.06, 24.25], [-8.42, 23.59, 23.96], [-8.18, 23.86, 25.48], [-9.09, 23.17, 26.37], [-7.31, 22.32, 21.90], [-9.05, 22.83, 21.65], [-8.52, 21.05, 21.60], [-10.06, 20.63, 23.57], [-10.80, 22.22, 23.08], [-10.45, 21.82, 24.80], [-7.86, 20.14, 23.67], [-7.95, 20.99, 25.31], [-6.72, 21.50, 24.19], [-9.18, 24.20, 23.48], [-7.50, 23.75, 23.40], [-8.33, 24.93, 25.61], [-7.16, 23.68, 25.80], [-9.74, 23.74, 26.80], [-13.89, 21.83, 24.28], [-14.62, 23.18, 24.09], [-15.29, 23.69, 25.40], [-13.57, 24.26, 23.80], [-15.61, 23.04, 22.94], [-17.00, 22.50, 23.42], [-17.77, 22.80, 22.30], [-13.21, 21.90, 25.12], [-13.37, 21.59, 23.35], [-14.66, 21.07, 24.37], [-14.52, 23.97, 26.12], [-15.77, 22.76, 25.68], [-15.89, 24.57, 25.18], [-13.86, 25.30, 23.90], [-13.12, 24.00, 22.84], [-12.75, 24.28, 24.51], [-15.25, 22.44, 22.11], [-15.66, 24.04, 22.50], [-17.47, 23.04, 24.24], [-16.87, 21.43, 23.60], [-17.81, 23.76, 22.27], [-2.69, 21.46, 27.31], [-3.76, 20.34, 27.33], [-4.86, 20.81, 28.34], [-4.34, 20.18, 25.91], [-3.19, 18.96, 27.79], [-2.22, 18.34, 26.79], [-0.97, 18.97, 26.74], [-3.03, 22.44, 26.96], [-1.90, 21.20, 26.61], [-2.23, 21.67, 28.27], [-4.35, 21.00, 29.29], [-5.56, 19.98, 28.36], [-5.34, 21.70, 27.93], [-3.47, 20.25, 25.25], [-5.03, 21.00, 25.75], [-4.87, 19.23, 25.80], [-4.02, 18.28, 27.95], [-2.74, 19.24, 28.74], [-2.59, 18.27, 25.77], [-2.07, 17.36, 27.23], [-0.46, 18.54, 26.05], [-5.19, 30.85, 30.65], [-5.54, 30.99, 29.13], [-6.96, 31.23, 28.87], [-7.90, 30.05, 29.14], [-9.40, 30.45, 28.95], [-9.89, 31.56, 29.93], [-11.17, 31.07, 30.61], [-10.90, 29.58, 30.73], [-10.25, 29.24, 29.39], [-9.79, 30.92, 27.50], [-9.25, 29.93, 26.42], [-10.04, 30.23, 25.09], [-5.28, 31.79, 31.19], [-4.16, 30.52, 30.76], [-5.92, 30.16, 31.07], [-5.19, 30.05, 28.70], [-4.96, 31.80, 28.70], [-7.07, 31.55, 27.84], [-7.25, 32.08, 29.48], [-7.81, 29.61, 30.13], [-7.72, 29.16, 28.54], [-10.05, 32.51, 29.40], [-9.05, 31.69, 30.61], [-11.99, 31.34, 29.96], [-11.33, 31.58, 31.56], [-11.78, 28.97, 30.93], [-10.32, 29.39, 31.63], [-11.05, 29.17, 28.65], [-9.70, 28.30, 29.46], [-9.44, 31.95, 27.38], [-10.87, 30.77, 27.52], [-9.31, 28.86, 26.63], [-8.18, 30.02, 26.24], [-11.00, 29.74, 24.98], [-9.52, 30.06, 24.14], [-10.33, 31.28, 25.03], [-12.16, 22.06, 19.89], [-10.58, 21.28, 19.45], [-12.50, 20.77, 21.15], [-13.76, 22.96, 20.08], [-11.89, 23.29, 18.58], [-12.95, 20.90, 18.66], [-11.32, 23.17, 21.15], [-7.63, 17.23, 27.77], [-7.46, 15.61, 26.91], [-8.70, 17.84, 26.53], [-7.70, 18.78, 28.72], [-6.34, 16.67, 28.96], [-6.23, 17.79, 26.79], [-8.92, 16.55, 28.78], [-4.05, 23.41, 23.07], [-5.02, 23.49, 24.67], [-4.71, 21.78, 22.67], [-3.29, 23.36, 21.46], [-3.32, 24.97, 23.42], [-2.69, 22.66, 23.91], [-5.43, 24.28, 22.22], [-14.91, 18.33, 26.73], [-14.11, 18.06, 28.34], [-16.33, 17.45, 27.26], [-15.74, 18.66, 25.21], [-13.45, 19.28, 26.20], [-14.20, 16.86, 26.06], [-15.60, 19.82, 27.52], [-11.54, 25.93, 27.39], [-11.86, 27.73, 26.92], [-9.77, 26.23, 27.53], [-11.15, 24.20, 27.71], [-13.22, 25.55, 27.23], [-11.21, 25.52, 25.63], [-11.79, 26.29, 29.15]], "mulliken_charge": [-1.38, -0.04, 0.62, -0.93, 0.22, -1.45, 1.15, -0.88, -0.40, -0.69, 0.17, 0.44, 0.47, 0.07, 0.50, 0.43, 0.52, 0.16, 0.37, -0.15, 0.28, 0.38, 0.45, -0.38, -0.98, 0.41, 0.56, 0.28, 0.30, 0.32, -0.14, -0.35, 0.71, -1.05, -0.61, -1.07, -0.03, -1.19, -0.05, -0.74, 0.60, -0.41, -0.34, 0.12, 0.44, -0.21, 0.70, 0.19, 0.66, 0.51, 0.49, 0.06, 0.32, 0.55, -0.08, 0.51, 0.48, 0.40, 0.29, 0.21, -1.34, 0.22, 0.80, -1.05, 0.10, -0.85, -0.78, -0.23, -0.42, -0.69, 0.05, 0.31, 0.47, -0.29, 0.48, 0.43, 0.34, 0.44, 0.28, -0.06, 0.03, 0.44, 0.02, 0.49, 0.42, 0.90, -0.49, 0.36, 0.15, 0.34, -0.75, 0.13, -0.27, -0.73, -0.05, -0.76, 0.35, 0.37, 0.44, 0.15, 0.49, -0.13, 0.03, 0.42, 0.43, 0.19, 0.60, -0.42, 0.74, -0.34, 0.44, -0.92, 0.21, -0.69, -0.82, -1.94, 0.91, 0.85, 0.56, 0.47, 0.05, 0.38, 0.12, 0.38, 0.40, 0.41, 0.37, 0.34, 0.46, 0.35, -0.13, -0.45, -1.39, 0.38, -0.93, -0.79, 1.23, -0.35, -0.56, 0.43, 0.55, 0.20, 0.49, 0.41, 0.28, 0.55, -0.06, 0.52, 0.35, -1.04, -0.08, 0.16, 0.43, -0.99, 0.64, -0.92, -0.49, -1.25, 0.31, 0.55, 0.49, 0.36, 0.35, -0.03, -0.53, 1.01, 0.36, 0.41, 0.04, 0.30, 0.50, 0.78, -0.64, 0.19, -0.78, -0.20, -0.77, -0.93, -0.89, -0.20, -0.46, 0.38, 0.35, 0.41, 0.35, 0.37, 0.39, 0.45, 0.40, 0.41, 0.43, 0.30, 0.60, 0.08, 0.54, -0.06, 0.81, 0.67, -0.01, 0.80, -0.11, 0.73, 0.06, -0.22, 0.07, 0.00, -0.22, -0.29, -0.04, 0.18, -0.30, -0.50, 0.13, 0.05, -0.30, -0.66, -0.04, 1.21, -0.63, -1.30, -0.63, -0.60, -0.52, 0.03, -0.35, 0.23, -0.54, 0.71, 0.38, 0.69, 0.33, -0.10, 0.04, 0.75, 0.39, 0.35, 0.35, -1.04, 0.48, -0.79, 0.07, -0.36, -0.40, -0.53, -0.07, 0.44, 0.58, 0.46, 0.20, 0.21, 0.44, -0.54, -0.18, 0.29, 0.57, 0.09, 0.49, 0.36, -1.28, 0.14, -0.47, -0.72, 1.05, -0.62, -0.94, -0.75, 1.13, -1.47, 1.45, -1.90, 0.42, 0.31, 0.25, -0.53, 0.48, 0.29, 0.44, 0.72, -0.22, 0.33, 0.48, 0.32, 0.47, 0.54, 0.34, -0.14, -1.01, 0.46, 0.47, -0.68, 0.34, 0.44, 0.24, 0.52, 2.12, -0.29, -0.48, -0.45, -0.47, -0.76, -0.38, 1.89, -0.51, -0.59, -0.48, -0.51, -0.40, -0.44, 1.82, -0.19, -0.90, -0.45, -0.46, -0.47, -0.52, 2.06, -0.50, -0.45, -0.46, -0.45, -0.48, -0.57, 2.00, -0.52, -0.65, -0.87, -0.37, -0.28, -0.48], "spin_multiplicity": 1, "lumo_energy_ev": -12.182, "fmax_ev_per_a": 5.42, "charge": 7}


(3)
{"formula": "C6H10O", "method": "ωB97M-V/def2-TZVPD", "species": ["C", "C", "C", "C", "C", "C", "H", "H", "H", "H", "H", "H", "H", "H", "O", "H", "H"], "positions_angstrom": [[-1.69, 0.83, 1.25], [-0.77, 0.23, 0.22], [-0.37, -1.05, 0.12], [0.48, -1.24, -1.10], [0.66, 0.17, -1.59], [-0.11, 0.99, -0.86], [-1.22, 0.90, 2.23], [-2.59, 0.22, 1.36], [-2.00, 1.84, 0.96], [-0.62, -1.86, 0.81], [-0.10, -1.79, -1.85], [1.41, -1.80, -0.93], [1.28, 0.44, -2.45], [-0.23, 2.06, -1.01], [2.30, -0.19, 1.02], [1.97, 0.16, 0.18], [1.61, 0.08, 1.63]], "mulliken_charge": [-1.14, 0.57, -0.62, -0.35, -0.97, -0.23, 0.23, 0.31, 0.36, 0.35, 0.33, 0.38, 0.37, 0.38, -0.66, 0.38, 0.32], "smiles": "CC1=CCC=C1.O", "spin_multiplicity": 1, "lumo_energy_ev": 0.916, "fmax_ev_per_a": 0.28, "e_above_lowest_kj_mol": 51.2}